P:
{"formula": "C5H6N2O2", "method": "ωB97M-V/def2-TZVPD", "species": ["C", "C", "C", "C", "C", "N", "N", "O", "O", "H", "H", "H", "H", "H", "H"], "xyz": [[-1.67, -1.46, -0.40], [-0.28, -1.81, -0.42], [-1.79, -0.18, 0.05], [0.32, -0.66, -0.07], [-0.33, 1.75, 0.44], [-0.55, 0.33, 0.24], [2.91, 0.00, -0.16], [3.11, 0.83, -1.00], [3.63, -0.60, 0.60], [-2.39, -2.15, -0.43], [0.15, -2.82, -0.47], [-2.48, 0.65, -0.04], [-1.25, 2.15, 0.89], [0.52, 1.76, 1.18], [0.10, 2.22, -0.40]], "nbo_charge": [-0.29, -0.40, -0.07, 0.28, -0.40, -0.41, 0.53, -0.28, -0.28, 0.21, 0.24, 0.21, 0.22, 0.21, 0.21], "total_charge": 0, "orbital_gap_ev": [7.87, 7.26]}

---

Q:
{"formula": "C5H6N2O2", "method": "ωB97M-V/def2-TZVPD", "species": ["N", "O", "C", "C", "C", "C", "C", "N", "O", "H", "H", "H", "H", "H", "H"], "xyz": [[-1.59, -2.04, -1.22], [-1.21, -0.71, -1.55], [-0.35, -0.01, -0.58], [-0.54, 1.34, -0.39], [0.19, 1.99, 0.59], [1.06, 1.25, 1.38], [1.23, -0.09, 1.12], [0.57, -0.72, 0.12], [0.82, -1.94, -0.13], [-1.75, -2.45, -2.14], [-0.75, -2.50, -0.83], [-1.26, 1.85, -1.00], [0.06, 3.05, 0.76], [1.61, 1.70, 2.19], [1.90, -0.72, 1.68]], "nbo_charge": [-0.52, -0.38, 0.44, -0.25, -0.19, -0.24, 0.00, 0.06, -0.57, 0.34, 0.38, 0.25, 0.23, 0.23, 0.24], "total_charge": 0, "orbital_gap_ev": [8.96, 8.96], "smiles": "NOc1cccc[n+]1[O-]"}

---

Which structure wins on stability? Q wins.

---

P:
{"formula": "C5H6N2O2", "method": "ωB97M-V/def2-TZVPD", "species": ["H", "N", "C", "C", "N", "C", "O", "H", "C", "C", "O", "H", "H", "H", "H"], "xyz": [[-1.39, 0.08, -2.47], [-1.71, 0.55, -1.55], [-2.12, -0.04, -0.50], [-2.49, -1.46, -0.36], [-2.75, -2.55, -0.62], [-2.30, 0.79, 0.74], [-2.68, 0.44, 1.79], [-2.11, 1.90, 0.46], [0.14, -1.65, 1.42], [0.44, -0.62, 0.76], [1.38, -0.67, -0.29], [-0.36, -1.64, 2.35], [0.46, -2.75, 1.19], [-0.08, 0.36, 0.84], [1.61, 0.24, -0.49]], "nbo_charge": [0.40, -0.53, 0.09, 0.21, -0.24, 0.39, -0.46, 0.12, -0.48, 0.11, -0.70, 0.22, 0.22, 0.16, 0.48], "total_charge": 0, "orbital_gap_ev": 8.53, "smiles": "[H]/N=C(\\C#N)C=O.C=CO"}

---

Q:
{"formula": "C5H6N2O2", "method": "ωB97M-V/def2-TZVPD", "species": ["O", "C", "N", "N", "C", "C", "C", "C", "O", "H", "H", "H", "H", "H", "H"], "xyz": [[-0.86, 2.70, 0.37], [-0.52, 1.45, -0.02], [-1.25, 0.71, -0.98], [-1.45, -0.73, -0.65], [-0.45, -1.59, -0.80], [0.97, -1.17, -0.85], [1.41, -0.19, 0.06], [0.38, 0.75, 0.88], [-0.17, 0.17, 1.99], [-2.35, 1.09, -0.58], [-0.57, -2.59, -1.10], [1.69, -1.82, -1.30], [2.44, 0.47, -0.01], [0.98, 1.55, 1.11], [-0.26, -0.79, 1.87]], "nbo_charge": [-0.57, 0.62, -0.46, -0.25, 0.02, -0.28, -0.15, -0.06, -0.67, 0.43, 0.21, 0.23, 0.23, 0.20, 0.48], "total_charge": 0, "orbital_gap_ev": 9.18, "smiles": "O=C1NN=CC=C[C@@H]1O"}

---

Which structure wins on stability? P wins.

---

P:
{"formula": "C19H36N2O8", "method": "ωB97M-V/def2-TZVPD", "species": ["C", "C", "O", "C", "C", "C", "C", "C", "C", "O", "N", "C", "C", "N", "C", "O", "O", "H", "H", "H", "H", "H", "H", "H", "H", "H", "H", "H", "H", "H", "H", "H", "H", "C", "O", "C", "C", "O", "C", "H", "H", "H", "H", "H", "H", "H", "H", "H", "H", "C", "O", "C", "C", "O", "C", "H", "H", "H", "H", "H", "H", "H", "H", "H", "H"], "xyz": [[2.74, -1.89, -1.36], [1.28, -1.88, -0.96], [0.53, -1.07, -1.85], [-0.30, -0.11, -1.21], [-1.48, 0.21, -2.15], [-2.78, -0.01, -1.48], [-3.61, -1.08, -1.52], [-3.49, -2.38, -2.25], [-3.70, -3.50, -1.26], [-2.85, -3.81, -0.48], [-4.65, -0.80, -0.64], [-4.44, 0.40, -0.08], [-5.27, 1.05, 0.95], [-3.32, 0.88, -0.58], [-2.67, 2.24, -0.19], [-2.85, 3.07, -1.05], [-2.16, 2.17, 0.89], [2.89, -2.17, -2.39], [3.26, -2.57, -0.68], [3.14, -0.90, -1.15], [0.88, -2.90, -0.98], [1.20, -1.55, 0.08], [0.26, 0.79, -0.97], [-0.67, -0.51, -0.27], [-1.41, -0.43, -3.02], [-1.41, 1.25, -2.46], [-4.24, -2.45, -3.04], [-2.50, -2.44, -2.70], [-4.71, -3.95, -1.21], [-5.43, -1.41, -0.44], [-6.28, 0.66, 0.94], [-4.84, 0.84, 1.93], [-5.26, 2.13, 0.83], [5.72, 0.51, -1.14], [4.53, 1.24, -0.90], [4.68, 2.26, 0.07], [4.89, 3.62, -0.56], [6.09, 3.70, -1.31], [5.91, 3.53, -2.70], [5.60, -0.03, -2.08], [6.59, 1.17, -1.23], [5.89, -0.21, -0.34], [5.52, 2.03, 0.74], [3.77, 2.29, 0.66], [4.95, 4.37, 0.24], [4.03, 3.88, -1.19], [5.52, 4.44, -3.16], [5.23, 2.70, -2.92], [6.88, 3.31, -3.13], [-1.77, -1.94, 4.78], [-2.23, -0.71, 4.24], [-1.19, 0.17, 3.85], [-0.90, 0.11, 2.37], [-0.41, -1.17, 1.96], [-1.42, -2.01, 1.43], [-2.61, -2.63, 4.77], [-0.95, -2.36, 4.19], [-1.44, -1.80, 5.81], [-0.28, -0.05, 4.42], [-1.51, 1.18, 4.10], [-0.13, 0.84, 2.13], [-1.80, 0.37, 1.80], [-1.68, -1.71, 0.41], [-2.32, -2.01, 2.05], [-1.02, -3.02, 1.39]], "nbo_charge": [-0.63, -0.07, -0.56, -0.05, -0.48, 0.19, 0.11, -0.54, 0.44, -0.49, -0.50, 0.45, -0.67, -0.37, 0.89, -0.67, -0.69, 0.21, 0.20, 0.22, 0.16, 0.19, 0.18, 0.19, 0.24, 0.26, 0.23, 0.27, 0.11, 0.42, 0.23, 0.26, 0.26, -0.26, -0.55, -0.09, -0.09, -0.55, -0.26, 0.19, 0.18, 0.17, 0.17, 0.19, 0.19, 0.18, 0.17, 0.18, 0.19, -0.25, -0.56, -0.09, -0.11, -0.57, -0.26, 0.18, 0.18, 0.17, 0.17, 0.19, 0.19, 0.21, 0.16, 0.18, 0.20], "total_charge": 0, "orbital_gap_ev": 8.90}

---

Q:
{"formula": "C19H36N2O8", "method": "ωB97M-V/def2-TZVPD", "species": ["N", "C", "O", "C", "O", "C", "C", "C", "C", "N", "C", "H", "H", "H", "H", "H", "H", "H", "H", "C", "O", "C", "C", "O", "C", "C", "O", "C", "H", "H", "H", "H", "H", "H", "H", "H", "H", "H", "H", "H", "H", "H", "C", "O", "C", "C", "O", "C", "C", "O", "C", "H", "H", "H", "H", "H", "H", "H", "H", "H", "H", "H", "H", "H", "H"], "xyz": [[1.47, 1.59, -3.42], [2.75, 2.25, -3.57], [3.66, 1.72, -2.61], [3.93, 2.44, -1.48], [3.77, 1.95, -0.39], [4.47, 3.82, -1.68], [5.10, 4.23, -2.85], [5.60, 5.52, -2.91], [5.43, 6.35, -1.81], [4.84, 5.97, -0.68], [4.38, 4.73, -0.62], [0.90, 2.07, -2.74], [0.96, 1.64, -4.30], [2.69, 3.33, -3.48], [3.15, 2.00, -4.56], [5.21, 3.54, -3.68], [6.11, 5.89, -3.79], [5.80, 7.37, -1.84], [3.91, 4.41, 0.30], [0.92, 0.24, 0.12], [1.01, -0.29, 1.43], [2.12, 0.25, 2.15], [1.96, 0.00, 3.63], [1.07, 0.91, 4.27], [-0.31, 0.71, 4.04], [-0.92, -0.43, 4.84], [-0.58, -1.67, 4.25], [-0.85, -2.75, 5.11], [1.83, 0.04, -0.45], [0.07, -0.24, -0.36], [0.76, 1.32, 0.15], [2.19, 1.33, 1.96], [3.04, -0.22, 1.79], [2.92, 0.16, 4.10], [1.65, -1.03, 3.80], [-0.50, 0.55, 2.97], [-0.80, 1.63, 4.35], [-2.01, -0.30, 4.84], [-0.56, -0.39, 5.87], [-0.25, -2.69, 6.03], [-0.59, -3.67, 4.58], [-1.91, -2.79, 5.39], [-5.80, -0.91, -3.18], [-5.17, -1.68, -2.17], [-5.52, -3.05, -2.26], [-4.59, -3.89, -1.40], [-3.34, -4.16, -2.01], [-2.37, -3.12, -1.95], [-1.66, -3.03, -0.62], [-2.46, -2.36, 0.34], [-1.97, -2.54, 1.65], [-6.89, -0.98, -3.11], [-5.50, 0.12, -3.04], [-5.48, -1.24, -4.18], [-5.46, -3.39, -3.30], [-6.55, -3.18, -1.91], [-5.06, -4.86, -1.28], [-4.47, -3.43, -0.42], [-2.81, -2.15, -2.21], [-1.63, -3.38, -2.70], [-0.72, -2.48, -0.75], [-1.42, -4.04, -0.27], [-1.99, -3.60, 1.93], [-2.63, -1.99, 2.32], [-0.95, -2.16, 1.76]], "nbo_charge": [-0.83, 0.08, -0.53, 0.79, -0.54, -0.24, -0.13, -0.27, 0.06, -0.41, 0.09, 0.36, 0.36, 0.16, 0.18, 0.23, 0.23, 0.20, 0.22, -0.25, -0.56, -0.09, -0.09, -0.54, -0.10, -0.09, -0.55, -0.25, 0.19, 0.19, 0.16, 0.18, 0.18, 0.19, 0.19, 0.20, 0.19, 0.17, 0.17, 0.17, 0.19, 0.17, -0.25, -0.54, -0.09, -0.09, -0.54, -0.09, -0.09, -0.55, -0.26, 0.16, 0.19, 0.16, 0.17, 0.17, 0.19, 0.20, 0.19, 0.19, 0.17, 0.17, 0.16, 0.19, 0.20], "total_charge": 0, "orbital_gap_ev": 9.05, "smiles": "NCOC(=O)c1cccnc1.COCCOCCOC.COCCOCCOC"}

---

Which structure wins on stability? P wins.

---

P:
{"formula": "C5H20N2O5", "method": "ωB97M-V/def2-TZVPD", "species": ["C", "N", "C", "C", "C", "N", "C", "O", "H", "H", "H", "H", "H", "H", "H", "H", "H", "H", "H", "H", "O", "H", "H", "O", "H", "H", "O", "H", "H", "O", "H", "H"], "xyz": [[-0.55, 2.74, -1.02], [-0.39, 1.81, 0.15], [0.10, 2.70, 1.40], [0.54, 0.65, -0.09], [-0.28, -0.70, 0.00], [-0.81, -0.89, 1.30], [-0.13, -1.72, 2.21], [-0.32, -1.71, 3.41], [-1.17, 2.28, -1.81], [0.31, 3.14, -1.61], [-1.16, 3.66, -0.78], [0.80, 2.12, 2.12], [-0.81, 2.95, 1.84], [0.78, 3.48, 1.08], [1.29, 0.53, 0.62], [1.09, 0.76, -1.06], [-1.21, -0.40, -0.66], [0.42, -1.50, -0.29], [-1.56, -0.27, 1.58], [0.68, -2.34, 1.71], [2.79, -3.26, 0.96], [2.96, -3.13, 0.01], [2.33, -2.37, 1.13], [-3.15, -0.70, -4.43], [-3.27, -0.17, -3.61], [-3.43, -1.48, -3.96], [2.44, -1.25, 3.04], [1.85, -1.26, 3.81], [2.66, -0.36, 3.07], [-1.10, -1.27, -3.12], [-0.31, -1.52, -3.39], [-1.39, -0.51, -3.59]], "nbo_charge": [-0.44, -0.47, -0.42, -0.24, -0.22, -0.64, 0.55, -0.63, 0.19, 0.18, 0.21, 0.19, 0.21, 0.19, 0.18, 0.18, 0.22, 0.20, 0.41, 0.12, -0.92, 0.46, 0.47, -0.91, 0.45, 0.47, -0.94, 0.49, 0.46, -0.95, 0.46, 0.48], "total_charge": 0, "orbital_gap_ev": 9.39, "smiles": "CN(C)CCNC=O.O.O.O.O"}

---

Q:
{"formula": "C5H20N2O5", "method": "ωB97M-V/def2-TZVPD", "species": ["C", "N", "C", "C", "O", "N", "C", "C", "H", "H", "H", "H", "H", "H", "H", "H", "H", "H", "H", "H", "O", "H", "H", "O", "H", "H", "O", "H", "H", "O", "H", "H"], "xyz": [[3.79, 1.51, 0.80], [2.54, 0.72, 0.78], [1.35, 1.57, 0.89], [0.37, 1.20, -0.21], [0.83, 0.86, -1.29], [-0.99, 1.12, 0.07], [-1.76, 0.53, -1.02], [-1.48, 0.88, 1.42], [4.66, 0.89, 1.02], [3.69, 2.28, 1.55], [3.98, 1.93, -0.20], [2.50, 0.28, -0.13], [0.98, 1.39, 1.88], [1.53, 2.65, 0.87], [-2.78, 0.91, -1.04], [-1.25, 0.74, -1.92], [-1.87, -0.56, -1.00], [-2.24, 1.64, 1.61], [-0.76, 0.93, 2.22], [-1.97, -0.09, 1.50], [-1.15, -2.69, 0.85], [-1.20, -3.13, -0.01], [-0.61, -1.91, 0.84], [-3.24, -1.88, 2.64], [-2.33, -1.66, 2.84], [-3.12, -2.22, 1.74], [-0.69, -3.91, -1.62], [-1.26, -4.00, -2.39], [0.01, -4.56, -1.64], [1.07, 1.39, -3.96], [0.89, 1.02, -3.08], [0.52, 2.17, -3.99]], "nbo_charge": [-0.41, -0.62, -0.32, 0.70, -0.67, -0.43, -0.42, -0.42, 0.20, 0.19, 0.18, 0.38, 0.20, 0.21, 0.20, 0.23, 0.19, 0.21, 0.21, 0.21, -0.99, 0.51, 0.47, -0.94, 0.46, 0.48, -0.96, 0.49, 0.49, -0.96, 0.49, 0.46], "total_charge": 0, "orbital_gap_ev": 9.38, "smiles": "CNCC(=O)N(C)C.O.O.O.O"}

---

Which structure wins on stability? Q wins.